Computed, not measured: a molecular structure, C19H32I2NO8 in a non-equilibrium geometry, with ωB97M-V/def2-TZVPD.

Last column: Mulliken charge in e.
Positions of all 62 atoms, in Å:
C -2.251 -4.167 0.484  -0.828
C -3.656 -4.400 -0.385  -0.400
I -3.378 -6.037 -1.809  0.157
C -4.835 -4.646 0.736  -0.689
N -6.083 -3.859 0.359  -0.037
I -5.194 -6.790 1.085  0.234
H -2.406 -3.197 1.120  0.090
H -2.228 -5.076 1.258  0.291
H -1.311 -4.157 -0.214  0.419
H -3.809 -3.418 -1.004  0.384
H -4.446 -4.199 1.768  0.437
H -6.610 -3.705 1.270  0.442
H -6.677 -4.373 -0.328  0.423
H -5.798 -2.911 0.029  0.126
O -1.818 -1.218 -0.096  -0.559
C -1.198 -0.582 0.740  0.290
O -1.604 -0.408 2.032  -0.355
C -0.700 0.475 2.693  -0.460
C 0.578 0.402 1.900  -0.538
C 0.083 0.157 0.497  0.141
H -1.132 1.481 2.694  0.284
H -0.557 0.150 3.728  0.310
H 1.196 1.299 1.995  0.289
H 1.174 -0.456 2.234  0.269
H -0.138 1.092 -0.026  -0.021
H 0.786 -0.451 -0.077  0.394
O 0.415 2.975 -1.232  -0.625
C 1.635 2.982 -1.259  0.536
O 2.428 2.223 -0.447  -0.259
C 3.794 2.564 -0.676  -0.221
C 3.827 3.178 -2.051  -0.497
C 2.479 3.848 -2.145  -0.544
H 4.114 3.267 0.101  0.222
H 4.414 1.665 -0.616  0.230
H 4.666 3.863 -2.197  0.338
H 3.898 2.388 -2.808  0.282
H 2.499 4.863 -1.739  0.296
H 2.102 3.848 -3.171  0.302
O 5.662 0.976 -1.577  -0.642
C 6.785 0.974 -1.099  0.514
O 7.203 1.821 -0.113  -0.328
C 8.595 1.613 0.123  -0.440
C 8.881 0.224 -0.384  -0.496
C 7.911 0.084 -1.530  -0.417
H 9.160 2.379 -0.419  0.269
H 8.805 1.709 1.193  0.305
H 9.925 0.078 -0.674  0.322
H 8.640 -0.511 0.393  0.267
H 8.329 0.465 -2.465  0.278
H 7.575 -0.948 -1.647  0.299
O -5.499 -1.158 -1.048  -0.699
C -5.829 -0.129 -0.483  0.441
O -7.057 0.455 -0.602  -0.351
C -7.057 1.695 0.105  -0.457
C -5.941 1.579 1.111  -0.567
C -4.944 0.700 0.399  0.019
H -6.887 2.505 -0.612  0.268
H -8.027 1.845 0.587  0.350
H -5.533 2.547 1.414  0.341
H -6.305 1.068 2.010  0.274
H -4.262 1.283 -0.226  0.250
H -4.388 0.074 1.100  0.050

As for the net charge: +1.


Computed, not measured: C19H32N2O5 in the gas phase, with ωB97M-V/def2-TZVPD.

Last column: Mulliken charge in e.
Positions of all 58 atoms, in Å:
C 3.789 1.191 -0.338  -0.268
C 4.973 1.033 -1.272  -0.592
O 5.675 -0.191 -1.093  -0.483
C 5.072 -1.340 -1.617  0.470
C 6.049 -2.356 -2.223  -0.837
C 5.245 -3.485 -1.551  -0.753
C 4.610 -2.441 -0.612  0.035
C 3.127 -2.544 -0.368  -0.036
O 2.367 -3.089 -1.157  -0.705
N 2.679 -1.942 0.758  -0.007
C 1.271 -1.839 1.096  -0.206
C 0.374 -1.308 -0.032  -0.423
C -0.675 -0.378 0.655  0.372
C -0.437 1.039 0.158  -0.137
O 0.284 1.831 0.739  -0.658
N -1.020 1.323 -1.037  -0.008
C -0.692 2.509 -1.785  0.526
C 0.721 2.564 -2.331  -0.708
C 1.095 1.398 -3.231  -0.034
O 0.771 1.725 -4.568  -0.421
C 1.074 0.674 -5.458  -0.766
C -1.822 3.109 -2.575  -0.594
C -1.327 3.783 -1.322  -0.838
C -0.415 -0.505 2.162  -1.408
C 1.067 -0.853 2.245  0.016
O 1.518 -1.326 3.501  -0.589
H 3.358 2.189 -0.435  0.504
H 3.004 0.467 -0.555  -0.454
H 4.101 1.060 0.699  0.423
H 4.654 1.122 -2.318  0.284
H 5.709 1.815 -1.086  0.332
H 4.260 -1.085 -2.309  0.221
H 6.145 -2.369 -3.307  0.312
H 7.033 -2.224 -1.772  0.268
H 4.484 -3.909 -2.205  0.291
H 5.807 -4.287 -1.078  0.335
H 5.170 -2.322 0.318  0.498
H 3.347 -1.557 1.406  0.390
H 0.901 -2.824 1.413  0.271
H 0.978 -0.753 -0.753  -0.199
H -0.091 -2.122 -0.581  0.323
H -1.689 -0.682 0.393  0.663
H -1.501 0.578 -1.514  0.359
H 0.858 3.488 -2.896  0.596
H 1.401 2.597 -1.478  -0.178
H 2.173 1.195 -3.160  0.133
H 0.579 0.476 -2.930  0.327
H 0.807 1.001 -6.460  0.281
H 2.142 0.429 -5.433  0.283
H 0.508 -0.232 -5.213  0.310
H -1.574 3.543 -3.534  0.262
H -2.784 2.615 -2.531  0.280
H -1.945 3.727 -0.437  0.247
H -0.743 4.688 -1.420  0.244
H -0.647 0.409 2.704  0.423
H -1.001 -1.325 2.585  0.332
H 1.649 0.048 2.040  0.266
H 1.211 -2.233 3.614  0.426

As for the structure (SMILES): CCO[C@H]1CC[C@@H]1C(=O)N[C@@H]1C[C@H](C(=O)NC2(CCOC)CC2)C[C@H]1O.


Frontier orbital gap list, top to bottom, in eV: 8.26; 10.08